Here is a 10-piece molecular cluster, C9H36F2N19O13S2 overall at a distorted geometry from the Open Molecules 2025 dataset. Energies are from the ωB97M-V functional and the def2-TZVPD basis.

Positions of all 81 atoms, in Å:
H: -6.322 -14.205 5.211
C: 3.586 -13.371 8.728
O: -4.316 -15.495 11.692
N: -1.174 -14.207 5.594
N: -3.640 -16.903 9.938
H: -1.647 -18.545 6.111
H: 2.214 -14.503 7.739
H: -1.325 -11.361 9.540
C: -3.493 -15.916 10.870
N: -4.015 -13.013 3.486
O: -2.373 -12.384 12.233
H: -0.104 -17.842 6.027
O: 2.994 -13.256 3.618
N: -5.888 -14.415 6.091
H: -5.206 -13.779 6.466
N: 4.696 -11.858 3.297
O: -0.329 -12.369 7.283
O: 2.386 -15.659 5.593
H: -2.421 -14.253 10.868
N: -0.787 -10.910 11.581
N: 1.202 -16.324 7.440
H: 2.610 -18.160 7.326
N: 0.725 -9.530 3.536
N: 3.310 -11.535 5.061
H: 1.302 -16.849 8.291
S: -1.991 -14.740 6.957
H: -0.545 -10.271 10.846
H: 3.933 -17.513 6.396
H: 1.442 -9.118 4.105
H: -6.071 -16.187 8.633
F: -2.991 -15.545 5.969
N: 2.406 -13.579 8.098
H: -5.046 -14.819 8.150
O: -2.028 -11.834 5.528
C: -3.663 -14.084 2.693
N: -5.825 -15.439 8.009
N: -4.757 -14.849 2.537
H: -4.516 -17.398 9.960
H: 4.596 -11.923 9.641
N: -2.012 -11.944 9.986
C: 2.175 -16.447 6.505
H: 2.605 -11.998 5.616
H: 5.097 -10.976 3.557
H: -1.510 -20.045 3.112
H: -1.310 -10.707 2.698
F: 0.288 -12.595 4.998
H: -4.850 -13.033 4.036
C: -0.704 -18.710 4.338
H: -5.675 -14.579 2.827
N: -1.534 -9.950 3.324
N: -2.495 -15.178 10.466
H: -2.451 -9.955 3.731
C: -6.231 -15.569 6.723
H: 0.450 -15.649 7.400
H: -4.599 -15.753 2.122
N: -0.925 -18.153 5.531
H: -2.464 -19.832 4.543
H: -2.833 -17.340 9.529
O: -0.795 -8.494 4.844
S: -0.963 -12.726 6.016
C: 3.632 -12.277 3.979
O: -6.981 -16.393 6.240
H: 2.913 -11.569 9.474
H: 0.929 -10.105 2.738
C: -1.838 -11.742 11.327
H: 4.881 -12.454 2.507
N: 3.074 -17.375 6.898
O: -2.528 -14.431 2.399
O: 4.381 -14.279 8.989
H: -3.297 -12.361 3.766
O: 0.390 -18.564 3.792
H: -2.600 -12.536 9.424
H: -1.991 -15.372 9.613
O: -1.385 -15.778 7.721
C: -0.532 -9.269 3.910
N: -1.675 -19.571 3.985
O: -2.845 -13.899 7.735
N: 3.714 -12.106 9.192
H: 3.874 -10.751 5.326
H: 1.768 -12.803 8.086
H: -0.517 -10.857 12.547

Computed properties:
orbital gap: 9.37 eV
HOMO energy: -7.26 eV
net charge: -1
molar mass: 720.64 g mol⁻¹
energy above the lowest of the compared OMol25 structures with the same formula, charge and spin: 4.490 eV
multiplicity: 1
F_max: 0.1067 Eh/bohr
LUMO level: 2.12 eV